Record 1
# C14H33N4O5

A cluster of 3 separate species, C14H33N4O5 in total (ωB97M-V with the def2-TZVPD basis set, the Open Molecules 2025 dataset).

Geometry as XYZ:
```
56
Properties=species:S:1:pos:R:3:forces:R:3:lowdin_charge:R:1
O -0.17964 6.97808 -2.99586 -0.0631 -0.1014 -0.0721 -0.187
O -1.32605 -5.02014 3.21594 0.0567 0.0888 0.1246 -0.186
O -1.64625 -0.30849 0.15510 0.4668 0.2675 0.9912 0.060
O 2.97485 -3.43067 4.03707 0.1283 -0.0962 -0.1002 -0.198
O -0.45312 2.40346 -3.46462 0.2064 0.1892 0.0735 -0.193
N -0.98512 -2.59560 -1.81617 0.0985 -1.5173 0.1852 -0.223
N -0.12072 4.34878 -1.21057 -0.1582 0.1443 -0.0742 -0.050
N -0.64008 -1.15179 -1.82293 1.1910 1.0924 -0.3329 -0.024
N 0.99858 -3.39194 1.77006 -0.0753 0.0114 0.2264 -0.038
C 2.76668 -2.35401 3.12384 -0.1131 0.2577 0.1173 -0.217
C -1.00175 2.25141 -2.15977 -0.3468 -0.0678 -0.0297 -0.219
C -0.34592 5.74470 -0.85108 0.1759 -0.2039 -0.0129 -0.208
C 0.90798 2.03752 -3.55806 -0.0258 -0.0867 -0.0711 -0.119
C 1.33083 -2.28254 2.64943 -0.0136 -0.2643 -0.1137 -0.218
C -1.32749 3.59562 -1.54189 0.2108 0.0760 -0.0661 -0.206
C -0.42656 -3.51466 1.44345 0.2434 -0.0976 0.0816 -0.187
C -0.99188 6.67415 -1.87616 -0.0551 0.1994 0.1677 -0.235
C -1.40945 -3.74303 2.58635 -0.1389 0.0805 -0.1771 -0.211
C 3.74112 -4.49476 3.51566 -0.1207 0.0084 0.1155 -0.127
C -0.32887 -5.13830 4.20597 -0.1587 -0.2148 -0.1163 -0.120
C -0.19066 6.01008 -4.03211 0.1800 0.2006 -0.0165 -0.100
C -2.38247 -2.67833 -2.09318 0.0705 0.5075 0.0609 -0.335
C -1.01672 -0.74466 -0.74377 -1.4369 0.1144 -0.7183 -0.470
H -0.34137 1.66642 -1.51769 0.0762 0.0674 -0.0189 0.106
H 3.45484 -2.42291 2.27656 -0.0366 -0.1009 -0.0461 0.120
H 0.03090 6.52864 -4.96600 -0.0196 0.0381 0.0238 0.083
H 2.99732 -1.43318 3.66787 0.0233 -0.0048 -0.0016 0.117
H 4.66667 -4.13214 3.05807 0.0097 -0.0206 -0.0519 0.084
H -0.65488 -5.90420 4.91333 -0.0217 0.0158 -0.0045 0.081
H -1.90374 3.43199 -0.62689 -0.0074 0.0030 0.0137 0.124
H -1.97478 6.31700 -2.20407 0.0399 -0.1264 -0.0565 0.109
H -1.96678 4.13491 -2.25402 -0.1104 -0.0422 0.0192 0.101
H 1.56517 2.77059 -3.07128 0.0255 -0.0504 0.0596 0.073
H 1.19054 -1.34777 2.09892 -0.0507 0.0201 0.0084 0.126
H -0.17971 -4.20358 4.75264 0.0700 0.0556 -0.0322 0.084
H 0.62826 6.16965 -0.59449 -0.0213 0.0590 0.0312 0.115
H 1.07900 1.04924 -3.12351 0.0009 -0.0094 0.0260 0.083
H 0.58509 5.25631 -3.88156 -0.1016 -0.1409 -0.0143 0.074
H 0.62180 -5.46994 3.77821 0.1113 0.1140 0.0798 0.070
H 0.69086 -2.24594 3.54245 0.0236 0.1382 0.0557 0.103
H -0.73108 -2.62317 0.89583 -0.0382 -0.0788 -0.0543 0.082
H -1.16415 7.63219 -1.37713 0.0127 0.0078 -0.0052 0.116
H -2.64537 -3.72748 -2.09107 -0.0705 -0.4632 -0.0566 0.037
H -1.16295 5.52299 -4.12774 -0.0082 -0.0795 0.0636 0.088
H 0.51686 4.31363 -1.99288 0.0486 -0.0750 -0.0631 0.068
H -1.37154 -2.94900 3.34287 0.1151 -0.0475 0.0592 0.109
H 3.99818 -5.15209 4.34618 -0.0168 0.0248 0.0289 0.083
H 1.31404 -4.25574 2.18721 0.0174 -0.0496 0.0586 0.064
H -0.94997 5.76788 0.06227 -0.0681 0.0173 -0.0216 0.115
H -1.92988 1.68812 -2.27207 0.0184 -0.0744 0.0687 0.125
H 3.18149 -5.07914 2.77797 0.0800 0.0167 -0.0918 0.078
H -2.41001 -3.70273 2.15173 -0.0057 -0.0207 -0.0156 0.122
H 1.16539 2.00139 -4.61632 -0.0367 0.0164 -0.0211 0.083
H -3.05100 -2.19652 -1.34453 -0.1616 0.0457 0.0357 0.038
H -0.52287 -4.34591 0.74602 -0.0510 0.0791 -0.1185 0.118
H -2.67362 -2.25440 -3.07358 -0.1686 0.0769 -0.2007 0.035
```
Forces are in eV/Å.

Calculated values
Energy relative to the best compared isomer or geometry (same formula, charge and spin), kcal/mol: 95.1
Electronic energy, Ha: -1148.27965
Total charge: -1
LUMO energy, eV: 2.7593


Record 2
# C27H38MnN4O2PS2

A structure of composition C27H38MnN4O2PS2 (ωB97M-V with the def2-TZVPD basis set, the Open Molecules 2025 dataset).

Geometry as XYZ:
```
75
Properties=species:S:1:pos:R:3:forces:R:3:lowdin_charge:R:1
Mn -0.00025 -0.43740 0.41161 -0.4576 1.0514 -0.7831 0.321
S -2.00905 -0.86870 -1.13839 0.7931 -0.5631 0.7320 0.618
S 1.49035 1.01510 1.73421 0.0318 -0.7895 -0.7438 0.634
P 1.82155 -0.65170 -1.57999 0.4495 -0.5667 0.2734 0.984
O 0.02655 -0.93970 4.62011 -0.0352 -0.0021 0.0591 0.026
O -0.07215 -2.74330 0.48471 -0.0708 0.7881 -0.5703 -0.112
N -1.69495 0.85500 1.80381 0.2521 -0.2133 0.0776 -0.175
N -0.61065 1.90590 -0.81059 0.0757 -0.0243 -0.0063 -0.174
N -0.05775 -1.78120 2.50381 -0.0260 0.2824 -0.2995 0.146
N -1.12035 -3.87060 2.14321 0.1449 0.3084 -0.2257 -0.066
C -2.39165 1.79150 0.91591 0.0958 0.2657 -0.3957 -0.194
C 1.83135 0.94290 -4.00679 -0.0748 -0.1104 -0.0139 -0.152
C -1.00675 1.56350 2.87021 0.4007 0.0465 0.1892 -0.285
C 0.97995 2.27840 4.02721 -0.0945 0.0298 -0.0115 -0.141
C 2.22775 -2.47000 -1.46209 -0.1887 0.1111 0.0342 -0.393
C -1.18165 -2.93080 4.29481 -0.1035 -0.0147 0.1186 -0.008
C 1.90955 -0.46910 -3.44199 -0.3092 0.1447 0.3590 -0.387
C 2.97755 -3.18660 -2.58119 -0.0049 0.1243 0.1573 -0.163
C -2.68175 -0.08480 2.35171 -0.0831 -0.2953 0.0263 -0.086
C -2.63915 1.21820 -4.47299 -0.0372 0.0751 -0.1549 -0.120
C 0.63685 2.62930 -1.05279 0.1157 0.0938 0.0825 -0.132
C 3.40795 0.14430 -1.01689 -0.3254 -0.0367 -0.0529 -0.421
C 0.22395 2.87790 5.00571 -0.0091 0.0926 0.0981 -0.110
C 4.69295 -0.07170 -1.80479 -0.1662 0.0114 0.1171 -0.147
C -2.05295 2.44890 -4.22139 0.0248 0.1630 -0.0440 -0.119
C -1.41995 2.65880 -3.00809 -0.0393 0.2231 -0.0547 -0.067
C -1.34125 1.67050 -2.03649 -0.0341 -0.3960 -0.2163 -0.287
C -0.40045 -2.76090 1.68931 0.1069 -0.6300 0.6884 -0.548
C -1.15895 2.84220 4.92141 -0.1472 0.0626 0.0885 -0.108
C -1.75275 2.18070 3.86381 -0.1435 0.0333 0.0421 -0.050
C -1.55215 -3.88850 3.43381 0.0053 0.0480 0.3918 -0.084
C -1.95425 0.42600 -2.28239 0.0152 0.1709 0.2122 -0.639
C -0.34725 -1.80620 3.84011 -0.1027 -0.2270 0.1846 -0.537
C -1.41025 2.66770 0.15281 -0.2955 -0.1237 0.3395 -0.164
C 0.39525 1.62660 2.93511 -0.1863 -0.0228 -0.0625 -0.608
C -1.52435 -4.85520 1.17371 -0.0392 -0.0921 -0.3541 -0.035
C -2.59245 0.23180 -3.51549 0.0163 0.0766 -0.0119 -0.147
H -0.64765 -5.20110 0.62281 -0.1350 -0.0567 0.0182 0.090
H -0.72445 3.12730 0.87151 -0.0311 -0.0119 -0.0832 0.118
H 4.97105 -1.12120 -1.84069 0.0600 -0.1068 -0.0349 0.052
H 2.40155 -3.18730 -3.50289 -0.0065 -0.0206 -0.1274 0.060
H -3.07065 2.44820 1.49151 0.1099 -0.1628 -0.0280 0.122
H -3.13465 1.03530 -5.41729 -0.0285 -0.0322 -0.0680 0.091
H 3.52825 -0.20960 0.01191 -0.0636 0.0852 -0.0040 0.052
H 2.83995 -0.92960 -3.77749 -0.0511 -0.1129 0.0975 0.056
H 1.07665 -1.05920 -3.83399 0.0555 -0.0736 -0.0088 0.084
H -2.00055 -5.69410 1.68161 0.0322 0.0440 0.0165 0.082
H 0.47205 3.68450 -1.31499 0.0184 -0.0348 -0.0522 0.085
H 2.77275 -2.57160 -0.51769 -0.1532 -0.0345 0.0220 0.083
H -2.08115 3.23800 -4.96069 -0.0134 0.0446 -0.0259 0.088
H -2.99275 1.21160 0.20851 0.0605 0.0096 0.1275 0.086
H -2.21885 -4.41360 0.45381 0.0313 -0.1131 -0.0160 0.095
H -2.19965 -4.71710 3.70501 0.1043 0.0447 -0.0075 0.116
H 3.13605 -4.22480 -2.28929 0.0299 -0.0846 -0.0292 0.066
H -0.98145 3.62870 -2.81619 0.0824 0.0326 0.0077 0.102
H -2.30715 -0.51230 3.27981 -0.0749 0.0716 -0.0850 0.078
H -2.83285 2.12910 3.81841 -0.0884 0.0083 -0.0183 0.104
H -3.64905 0.39940 2.55141 0.0881 0.0305 0.0394 0.086
H 3.95115 -2.74630 -2.78269 0.0905 0.0043 -0.0975 0.045
H 1.23815 2.58240 -0.14199 -0.0821 0.0356 -0.1103 0.009
H -1.77065 3.31760 5.67511 -0.0567 -0.0003 0.0804 0.087
H -1.97425 3.47070 -0.35429 0.1679 -0.0604 0.0602 0.129
H 5.50485 0.47150 -1.32199 0.1080 0.0225 -0.0229 0.068
H 1.17845 2.14110 -1.85679 0.0224 0.0917 -0.0518 0.042
H 1.26235 -2.96170 -1.31719 0.1276 0.0724 0.1236 0.050
H 2.04085 0.92190 -5.07739 0.0227 0.0326 -0.0442 0.070
H 4.60135 0.29930 -2.82239 0.0483 0.0076 -0.1715 0.057
H -3.04755 -0.73060 -3.69509 -0.0410 -0.0998 -0.0182 0.083
H -1.50775 -2.93130 5.32231 -0.0358 -0.0627 0.0653 0.097
H 2.56285 1.59810 -3.53609 0.0491 0.1285 0.0097 0.060
H 3.20265 1.21420 -0.93659 -0.0301 0.0020 0.0876 0.053
H 2.05795 2.28550 4.08041 0.1066 0.0142 0.0235 0.086
H -2.85085 -0.88650 1.63061 -0.0628 0.0619 -0.0369 0.057
H 0.70645 3.36920 5.84061 0.0374 0.0279 0.0431 0.092
H 0.83825 1.36530 -3.87669 -0.0527 0.1007 0.0490 0.048
```
Forces are in eV/Å.

Calculated values
⟨S²⟩: 0.850
Electronic energy, Ha: -3709.95656
Spin multiplicity: 2
Total charge: -1
LUMO energy (alpha / beta), eV: 2.7324 / 2.7329